A | 2 unconnected molecules or ions with the total composition C2H8S2, computed with ωB97M-V/def2-TZVPD.

Summary:
2S+1 = 1
SMILES = CSC.S
total charge = 0
Kohn-Sham gap = 9.2 eV

Last columns: bonded neighbours and bond lengths (Å).
Geometry (Å):
1 C -1.9090 0.4545 0.3845  S2 1.833, H4 1.086, H5 1.092, H6 1.094
2 S -0.6187 0.7621 -0.8802  C1 1.833, C3 1.783
3 C 0.3372 2.0483 -0.0974  S2 1.783, H7 1.094, H8 1.096, H9 1.087
4 H -2.8189 0.0207 -0.0199  C1 1.086
5 H -2.1449 1.3340 0.9871  C1 1.092
6 H -1.5380 -0.2437 1.1407  C1 1.094
7 H 1.0585 1.7752 0.6788  C3 1.094
8 H 0.9520 2.3413 -0.9555  C3 1.096
9 H -0.2391 2.8790 0.3006  C3 1.087
10 S 1.2924 -1.9876 0.7160  H11 1.342, H12 1.320
11 H 2.1651 -1.1939 0.0765  S10 1.342
12 H 0.6301 -2.3752 -0.3583  S10 1.320

---

B | 2 unconnected molecules or ions with the total composition C2H8S2, computed with ωB97M-V/def2-TZVPD.

Summary:
2S+1 = 1
SMILES = CSC.S
total charge = 0
Kohn-Sham gap = 9.6 eV

Last columns: bonded neighbours and bond lengths (Å).
Geometry (Å):
1 C 0.8353 -0.4557 -1.3979  S2 1.794, H4 1.085, H5 1.090, H6 1.087
2 S 0.4882 0.7518 -0.1173  C1 1.794, C3 1.798
3 C 1.0801 -0.1683 1.3099  S2 1.798, H7 1.089, H8 1.090, H9 1.088
4 H 1.8975 -0.4982 -1.6131  C1 1.085
5 H 0.4912 -1.4450 -1.0975  C1 1.090
6 H 0.2669 -0.1618 -2.2770  C1 1.087
7 H 1.0886 0.4938 2.1751  C3 1.089
8 H 2.1051 -0.4994 1.1437  C3 1.090
9 H 0.4547 -1.0338 1.5168  C3 1.088
10 S -3.4881 0.7780 0.0909  H11 1.341, H12 1.327
11 H -2.9179 1.8836 0.5920  S10 1.341
12 H -2.3016 0.3549 -0.3257  S10 1.327

---

Which is most stable, and by how much? B, by 0.0096 hartree.

---

A | 2 unconnected molecules or ions with the total composition C2H8S2, computed with ωB97M-V/def2-TZVPD.

Summary:
2S+1 = 1
SMILES = CCS.S
total charge = 0
Kohn-Sham gap = 9.9 eV

Last columns: bonded neighbours and bond lengths (Å).
Geometry (Å):
1 C -2.4599 -0.3403 1.5153  C2 1.522, H4 1.085, H5 1.090, H6 1.087
2 C -1.1236 -0.5708 0.8239  C1 1.522, S3 1.877, H7 1.085, H8 1.080
3 S 0.1969 0.6733 1.3057  C2 1.877, H9 1.334
4 H -2.9293 0.5922 1.2203  C1 1.085
5 H -3.1365 -1.1365 1.2057  C1 1.090
6 H -2.3315 -0.3647 2.5939  C1 1.087
7 H -1.2198 -0.4107 -0.2449  C2 1.085
8 H -0.7088 -1.5330 1.0854  C2 1.080
9 H -0.4844 1.6492 0.7034  S3 1.334
10 S 1.5951 -0.2235 -2.3668  H11 1.338, H12 1.357
11 H 1.9284 -0.2462 -1.0710  S10 1.338
12 H 0.4565 -0.9294 -2.1490  S10 1.357

---

B | 2 unconnected molecules or ions with the total composition C2H8S2, computed with ωB97M-V/def2-TZVPD.

Summary:
2S+1 = 1
SMILES = CS.CS
total charge = 0
Kohn-Sham gap = 9.9 eV

Last columns: bonded neighbours and bond lengths (Å).
Geometry (Å):
1 C 0.9345 -1.3471 1.3624  S2 1.833, H3 1.087, H4 1.083, H5 1.086
2 S 1.8744 -0.9437 -0.1585  C1 1.833, H6 1.324
3 H -0.1088 -1.1678 1.1137  C1 1.087
4 H 1.2380 -0.7315 2.2006  C1 1.083
5 H 1.0374 -2.4044 1.5885  C1 1.086
6 H 0.8789 -1.0278 -1.0270  S2 1.324
7 C -0.9599 1.6494 0.5770  S8 1.841, H9 1.085, H10 1.087, H11 1.083
8 S -1.8207 0.7694 -0.7922  C7 1.841, H12 1.334
9 H -1.1662 1.1068 1.4942  C7 1.085
10 H -1.4066 2.6375 0.6492  C7 1.087
11 H 0.1103 1.7362 0.4323  C7 1.083
12 H -0.8724 0.9419 -1.7148  S8 1.334

---

C | 2 unconnected molecules or ions with the total composition C2H8S2, computed with ωB97M-V/def2-TZVPD.

Summary:
2S+1 = 1
SMILES = CSS.C
total charge = 0
Kohn-Sham gap = 9.6 eV

Last columns: bonded neighbours and bond lengths (Å).
Geometry (Å):
1 C 1.5826 -2.3452 0.0744  S2 1.815, H4 1.091, H5 1.090, H6 1.091
2 S 2.0144 -2.4043 1.8366  C1 1.815, S3 2.025
3 S 0.5704 -3.5120 2.7241  S2 2.025, H7 1.346
4 H 0.8392 -1.5865 -0.1742  C1 1.091
5 H 1.1965 -3.3197 -0.2255  C1 1.090
6 H 2.5275 -2.0889 -0.4069  C1 1.091
7 H -0.4185 -2.5999 2.7455  S3 1.346
8 C -1.6655 3.5878 -1.3379  H9 1.088, H10 1.085, H11 1.096, H12 1.086
9 H -0.8567 4.2415 -1.6586  C8 1.088
10 H -2.5816 4.1091 -1.0785  C8 1.085
11 H -1.3028 3.0947 -0.4284  C8 1.096
12 H -1.9053 2.8233 -2.0705  C8 1.086

---

D | 2 unconnected molecules or ions with the total composition C2H8S2, computed with ωB97M-V/def2-TZVPD.

Summary:
2S+1 = 1
SMILES = CCS.S
total charge = 0
Kohn-Sham gap = 9.9 eV

Last columns: bonded neighbours and bond lengths (Å).
Geometry (Å):
1 C 0.3351 -0.5908 -2.1171  C2 1.589, H4 1.060, H5 1.072, H6 1.059
2 C 0.7994 -0.2902 -0.6277  C1 1.589, S3 1.881, H7 1.095, H8 1.073
3 S 0.3424 -1.3770 0.8377  C2 1.881, H9 1.347
4 H 0.2370 0.2511 -2.7541  C1 1.060
5 H -0.6185 -1.0593 -2.2614  C1 1.072
6 H 1.1372 -1.0625 -2.6236  C1 1.059
7 H 1.8706 -0.0786 -0.5488  C2 1.095
8 H 0.4017 0.6718 -0.3671  C2 1.073
9 H -0.6269 -2.2077 0.4080  S3 1.347
10 S -1.4446 1.6617 3.7567  H11 1.360, H12 1.330
11 H -0.7277 2.8176 3.7823  S10 1.360
12 H -1.7056 1.2637 2.5151  S10 1.330

---

Which is most stable, and by how much? C, by 0.0050 hartree.